11
Properties=species:S:1:pos:R:3 method="wB97M-V/def2-TZVPD" total_charge=0 smiles=Oc1ccc[nH]1 e_homo_ha=-0.315 gap_ha=0.3449 relative_energy_kcal_mol=34.0
O -2.148 0.401 0.485
C -0.830 0.190 0.228
C 0.283 0.623 0.853
C 1.393 0.115 0.088
C 0.895 -0.664 -0.905
N -0.518 -0.687 -0.835
H -2.406 1.140 -0.083
H 0.305 1.218 1.750
H 2.435 0.321 0.290
H 1.416 -1.212 -1.681
H -0.826 -1.444 -0.190